Entry from the OMol25 dataset: C7H3CuF5NO5Te as an isolated structure (ωB97M-V/def2-TZVPD).

The value obtained for the highest occupied orbital energy is -2.562 eV. The total charge is -2. The calculation puts the LUMO energy at 4.3 eV.

Last column: Löwdin charge in e.
Cartesian coordinates (Å):
Cu 1.30081 1.43879 0.41607  0.355
O -3.89266 -2.93458 -1.05883  -0.081
C -4.00210 -1.70192 -0.88100  -0.703
O -4.99886 -0.96710 -1.01177  -0.062
C -2.67337 -0.97103 -0.55478  -0.104
C -1.47913 -1.67990 -0.49276  -0.015
C -0.30372 -1.01255 -0.21156  -0.115
N -0.25796 0.30459 0.01448  0.023
C -1.40368 1.00473 -0.03384  -0.158
C -2.61818 0.39715 -0.31774  0.051
C -1.30149 2.52101 0.23488  -0.636
O -2.35663 3.15773 0.24440  -0.012
O -0.13679 2.95150 0.50101  -0.094
H -1.49833 -2.74677 -0.66774  0.103
H 0.64554 -1.53262 -0.16168  0.098
H -3.51805 0.99235 -0.35710  0.118
F 2.79069 -0.75883 1.69251  -0.387
Te 3.97325 0.21954 0.62036  1.773
F 5.04829 0.47931 2.14326  -0.401
F 5.43037 0.82807 -0.40407  -0.401
F 4.88093 -1.43009 0.53046  -0.394
F 3.18839 -0.39623 -0.96778  -0.388
O 3.18268 1.83685 0.72322  -0.572

Forces on atoms 1 to 6 (eV/Å):
Cu -0.247 0.386 0.020
O -0.044 -0.050 0.216
C 0.119 0.082 -0.611
O -0.055 -0.023 0.225
C -0.021 0.003 0.196
C 0.002 -0.009 0.006

***

Entry from the OMol25 dataset: a 2-piece molecular cluster, C7H3F3O8S overall at a distorted geometry (ωB97M-V/def2-TZVPD).

The value obtained for the highest occupied orbital energy is -11.823 eV. The calculation puts the LUMO energy at -1.7 eV. The SMILES is O=C1OC(=O)C(S(=O)(=O)F)=C1F.O=C1OC[C@@H](F)O1.

Last column: Löwdin charge in e.
Cartesian coordinates (Å):
O 3.44090 0.09419 -0.50412  0.230
C 2.97668 1.18461 -0.53284  -0.351
O 3.10211 2.10626 0.47597  0.173
C 1.93353 2.87707 0.41404  -0.387
O 1.87032 3.95732 0.88669  0.218
C 1.03491 2.33041 -0.62759  -0.088
S -0.65866 2.63973 -0.89332  0.646
O -1.00852 3.19892 -2.13268  -0.194
O -1.19836 3.14108 0.30711  -0.208
F -1.09526 1.15262 -0.94364  -0.113
C 1.76579 1.49928 -1.36577  -0.152
F 1.49994 0.90133 -2.48512  0.214
O 0.09910 -1.53954 -1.28749  0.179
C -0.55260 -1.99130 -0.41229  -0.555
O -1.88793 -2.20114 -0.47364  0.076
C -2.28109 -2.88494 0.72201  -0.048
C -1.16951 -2.51158 1.67521  -0.313
F -0.91087 -3.49982 2.56599  0.077
O -0.06067 -2.36462 0.80430  0.135
H -2.30836 -3.95923 0.53641  0.146
H -3.26047 -2.55338 1.05539  0.141
H -1.33099 -1.57727 2.21538  0.174

Forces on atoms 1 to 6 (eV/Å):
O 1.008 0.360 -0.380
C -0.576 -1.945 0.542
O -0.735 0.034 -0.588
C 0.585 1.554 -0.724
O -0.260 -0.238 0.869
C -0.141 -0.582 -0.907

***

Entry from the OMol25 dataset: an isolated ion of composition C7H3N2O3 and charge -1 at a distorted geometry (ωB97M-V/def2-TZVPD).

The value obtained for the highest occupied orbital energy (alpha / beta) is -2.712 / -2.711 eV. The total charge is -1. The energy above the lowest of the compared OMol25 structures with the same formula, charge and spin comes out at 1.4509 eV. The calculation puts the LUMO energy (alpha / beta) at 3.6 / 3.6 eV.

Last column: Löwdin charge in e.
Cartesian coordinates (Å):
C -2.31776 0.05298 -0.02944  -0.131
C -1.49580 1.11239 0.15577  -0.053
C -1.54263 -1.09410 -0.03911  -0.111
C -0.15652 0.63025 0.24387  -0.188
C 0.93576 1.44684 0.15134  -0.442
C 2.91288 0.00536 -0.31449  -0.345
C 0.70755 -1.69047 0.67571  -0.337
N 2.20491 0.79607 0.24203  0.228
N -0.24905 -0.77988 0.16043  -0.058
O 0.89333 2.64280 -0.10212  0.043
O 3.71906 -0.72913 -0.69419  0.158
O 1.10671 -2.60985 -0.05297  -0.110
H -3.39120 0.25966 -0.26974  0.101
H -1.43656 2.14350 -0.14493  0.103
H -1.89069 -2.18643 0.01783  0.143

Forces on atoms 1 to 6 (eV/Å):
C -2.743 0.775 -0.638
C 3.614 0.946 -0.809
C -0.546 -2.477 0.538
C -4.003 -2.653 0.444
C 2.480 1.153 -1.252
C -0.679 0.576 1.124

***

Entry from the OMol25 dataset: the molecule C7H3NO at a distorted geometry (ωB97M-V/def2-TZVPD).

The value obtained for the highest occupied orbital energy (alpha / beta) is -9.038 / -8.279 eV. The energy above the lowest of the compared OMol25 structures with the same formula, charge and spin comes out at 5.1615 eV. The calculation puts the LUMO energy (alpha / beta) at -0.4 / -1.4 eV.

Last column: Löwdin charge in e.
Cartesian coordinates (Å):
C 2.69930 -0.03216 0.27482  -0.032
C 2.25053 1.17929 0.55367  -0.011
C 0.36315 -2.15701 -0.59426  -0.162
C 2.77148 -1.23744 -0.00464  -0.048
C 0.22699 -0.85451 -0.19610  0.051
C 0.94076 1.43732 0.50387  -0.127
C -0.01849 0.38726 0.13691  -0.089
N 1.39904 -2.93487 -0.69060  0.076
O 2.64740 -2.44691 -0.37709  0.015
H -0.53047 -2.69104 -0.90692  0.127
H 0.51714 2.40047 0.72692  0.087
H -1.02902 0.76310 0.19687  0.114

Forces on atoms 1 to 6 (eV/Å):
C 0.673 -0.653 -0.038
C 0.025 -0.348 -0.082
C 0.423 -0.533 -0.110
C -1.373 1.228 0.085
C 1.137 0.709 0.326
C -0.055 0.331 0.036

***

Entry from the OMol25 dataset: a 14-piece molecular cluster, C7H40O14 overall at a distorted geometry (ωB97M-V/def2-TZVPD).

The value obtained for the highest occupied orbital energy is -8.649 eV. The energy above the lowest of the compared OMol25 structures with the same formula, charge and spin comes out at 3.4290 eV. The calculation puts the LUMO energy at 0.2 eV.

Last column: Löwdin charge in e.
Cartesian coordinates (Å):
C -1.99907 0.84693 0.67058  -0.273
O -2.92550 1.03261 -0.37507  -0.115
C -0.68396 0.43825 0.08537  -0.187
C -0.57309 -1.01524 -0.25808  -0.170
C 0.74889 -1.60853 0.23141  -0.270
C 2.01577 -1.04046 0.09258  -0.123
C 3.26070 -1.69418 0.48382  -0.097
C 0.55704 -2.88573 1.03197  -0.071
H -2.49950 0.00876 1.30426  0.099
H -1.99404 1.87496 1.15456  0.120
H -3.11102 0.11229 -0.73925  0.068
H 0.10362 0.68000 0.82348  0.092
H -0.57293 1.09159 -0.82559  0.102
H -1.43370 -1.63784 0.13667  0.108
H -0.73431 -1.16413 -1.37933  0.093
H 2.21683 -0.26976 -0.55497  0.043
H 3.63204 -1.11675 1.32090  0.066
H 3.18239 -2.69859 0.82106  0.059
H 4.18765 -1.39995 -0.11368  0.111
H 0.73478 -2.72104 2.14473  0.091
H -0.56131 -3.17066 1.06466  0.112
H 1.20138 -3.73085 0.93100  0.059
H 2.13386 2.46772 1.82521  -0.003
H 2.60757 1.10025 1.95038  -0.008
O 2.01838 1.68429 2.41180  -0.080
H 0.84332 2.59688 -1.97319  -0.037
H 0.08240 3.84018 -2.42508  0.049
O 0.01462 3.06959 -1.87907  -0.034
H 0.44346 -0.60431 -2.89237  -0.068
H -0.24687 0.70047 -3.66185  0.185
O 0.63754 0.19077 -3.19617  -0.056
H 1.67682 1.05334 -2.27729  -0.008
H 3.11492 1.78879 -2.64668  0.116
O 2.30426 1.76437 -2.09781  -0.077
H 3.13673 1.38640 -0.50285  0.084
H 3.72165 2.23671 0.68397  0.098
O 3.74224 1.22986 0.39464  -0.169
H -2.12926 1.29112 -2.38186  -0.010
H -2.65363 -0.01243 -3.01439  0.014
O -2.19727 0.84201 -3.20797  -0.066
H 0.20756 -1.18649 2.58701  -0.005
H 0.33137 0.22529 2.96355  -0.010
O -0.09143 -0.54942 3.21544  0.014
H -2.46665 -2.12839 -2.75960  0.068
H -3.58375 -1.86618 -1.53529  0.052
O -3.24084 -1.61331 -2.42883  -0.073
H 0.03384 -4.21854 -2.54250  -0.001
H 0.79802 -3.27277 -1.74846  0.055
O -0.01723 -3.34641 -2.28571  -0.010
H 1.03317 4.13120 0.43295  0.016
H 1.65460 2.97673 -0.27997  0.055
O 1.74574 3.57533 0.51855  -0.028
H -3.16433 -1.05137 3.65422  0.025
H -1.70391 -1.11382 3.20545  0.020
O -2.62959 -1.23511 2.94111  -0.036
H -3.41972 -1.72600 1.46856  0.055
H -4.57259 -0.88798 0.84587  0.044
O -3.86663 -1.45693 0.58695  -0.094
H -0.71467 2.43384 3.31273  0.079
H 0.30128 2.95758 2.29503  -0.006
O -0.63766 2.79505 2.39245  -0.064

Forces on atoms 1 to 6 (eV/Å):
C -1.890 0.113 1.324
O -1.216 -1.535 -2.016
C 0.614 1.672 0.205
C -0.371 -1.355 -1.310
C 1.954 0.255 -0.289
C -3.453 -3.533 -0.332

***

Entry from the OMol25 dataset: C7H4AsClCuF6O2 as an isolated structure at a distorted geometry (ωB97M-V/def2-TZVPD).

The value obtained for the highest occupied orbital energy (alpha / beta) is -9.509 / -9.464 eV. The calculation puts the LUMO energy (alpha / beta) at -1.4 / -2.3 eV. The spin multiplicity is 2.

Last column: Löwdin charge in e.
Cartesian coordinates (Å):
Cu 1.51124 0.22383 0.07268  0.826
Cl -5.60074 0.59708 -0.03480  0.678
C -3.90917 0.20545 -0.07714  -0.675
C -3.46746 -1.11795 -0.17989  -0.062
C -2.13959 -1.44807 -0.24840  0.019
C -1.18908 -0.43553 -0.10026  -0.343
O 0.04272 -0.77575 -0.05264  -0.072
C -1.63590 0.88620 -0.00895  -0.130
C -0.66257 1.92696 -0.09521  -0.117
O 0.58701 1.87912 -0.15657  -0.015
C -3.01281 1.19690 0.00081  -0.067
H -4.17211 -1.94675 -0.32162  0.124
H -1.78333 -2.48182 -0.41368  0.143
H -1.14927 2.92553 -0.07894  0.149
H -3.36882 2.25362 -0.01429  0.137
F 5.42068 -0.21754 -1.00309  -0.186
As 4.38530 -0.62788 0.25866  0.758
F 3.43679 -1.54857 -0.80907  -0.213
F 5.33383 -1.92014 0.79720  -0.182
F 5.04236 0.51732 1.34353  -0.202
F 3.03485 -0.90456 1.41060  -0.264
F 3.29608 0.81253 -0.28892  -0.304

Forces on atoms 1 to 6 (eV/Å):
Cu 0.643 0.076 -0.105
Cl -0.020 -0.243 -0.065
C -0.828 -0.297 0.301
C -0.211 -1.486 -0.695
C -0.484 -0.724 0.011
C -0.214 -0.396 0.148

***

Entry from the OMol25 dataset: C7H4Cl4NiO3Te4 as an isolated structure at a distorted geometry (ωB97M-V/def2-TZVPD).

The value obtained for the highest occupied orbital energy (alpha / beta) is -1.575 / -1.585 eV. The total charge is -2. The calculation puts the LUMO energy (alpha / beta) at 4.0 / 4.0 eV.

Last column: Löwdin charge in e.
Cartesian coordinates (Å):
Ni 0.63660 -0.02243 -0.36198  -0.387
Cl -4.02029 -2.99341 0.77886  0.551
C -2.83758 -1.67388 0.90070  -0.718
C -2.25056 -1.47395 2.10585  -0.756
Cl -2.59945 -2.49505 3.48706  0.562
C -1.26807 -0.43718 2.37335  -0.681
Cl -1.64745 0.68251 3.68071  0.590
C -0.21047 0.03857 1.70594  -0.332
O 0.77126 0.69910 1.54660  0.033
C -1.79247 -0.18125 -0.82335  -0.376
O -1.06961 0.58254 -1.45432  -0.094
C -2.55348 -1.00101 -0.27853  -0.114
Cl 1.00874 -2.62448 0.33963  -0.143
Te 0.82811 -1.81243 -2.16419  0.232
Te 1.23165 -2.50723 -5.31302  -0.287
Te 2.23184 -3.99286 -3.29693  -0.141
Te 2.67768 0.08756 -1.96117  0.261
C 2.01912 3.32795 0.04681  -0.212
O 0.82263 3.06891 -0.64995  -0.158
H 2.59254 4.14729 -0.40626  0.066
H 2.65538 2.44065 0.10539  0.029
H 1.74781 3.61350 1.06336  0.074
H 1.02604 2.52659 -1.42456  0.002

Forces on atoms 1 to 6 (eV/Å):
Ni -0.684 -0.478 0.474
Cl -0.034 -0.011 -0.034
C 0.186 -0.344 0.301
C 0.290 0.104 -0.405
Cl -0.035 0.043 0.025
C 0.480 0.408 -0.511

***

| no. | molar mass (u) |
| --- | --- |
| 1 | 467.24 |
| 2 | 304.15 |
| 3 | 163.11 |
| 4 | 117.11 |
| 5 | 348.38 |
| 6 | 408.02 |
| 7 | 847.01 |